DFT (ωB97M-V/def2-TZVPD) results for a molecular structure, C4H8AgO2.

As for the spin multiplicity: 1. The relative energy (zero: lowest compared OMol25 entry of this formula, charge and spin) comes out at 0.0 kJ/mol. Its total charge is +1. As for the total energy: -454.3440 Eh.

Element x y z (Å)
C -3.060 -0.525 0.281
C -1.657 -0.760 -0.225
C -0.605 0.202 0.328
C 0.703 0.092 -0.371
O 1.785 0.105 0.189
Ag 4.028 0.088 -0.076
H -3.743 -1.299 -0.101
H -3.082 -0.520 1.384
H -1.884 -0.801 -1.335
H -1.355 -1.793 -0.004
H -0.466 0.080 1.411
H -0.929 1.245 0.158
H 0.661 0.039 -1.479
O -3.334 0.818 -0.205
H -3.149 0.844 -1.147

natural (NBO) population analysis, charges in e, atoms 1 to 4: number 1, C, carries -0.061; number 2, C, carries -0.427; number 3, C, carries -0.541; number 4, C, carries 0.532

DFT (ωB97M-V/def2-TZVPD) results for a molecular structure, C44H35AlN6O2SSi.

As for the spin multiplicity: 1. The relative energy (zero: lowest compared OMol25 entry of this formula, charge and spin) comes out at 118.5 kJ/mol. As for the total energy: -3106.9547 Eh.

Element x y z (Å)
Al 0.271 -0.410 0.526
C 0.456 -6.821 -5.728
O 1.165 -5.629 -5.485
C 2.157 -5.621 -4.565
C 2.637 -6.740 -3.885
C 3.631 -6.601 -2.937
C 4.137 -5.341 -2.608
C 3.683 -4.225 -3.326
C 2.732 -4.371 -4.306
N 5.157 -5.285 -1.671
N 5.351 -4.347 -0.897
C 4.491 -3.296 -0.641
C 4.984 -2.001 -0.676
C 4.167 -0.890 -0.463
C 2.841 -1.062 -0.120
O 1.943 -0.103 0.056
C 2.360 -2.376 0.096
N 1.109 -2.445 0.600
C 0.580 -3.633 0.794
C 1.263 -4.817 0.501
C 2.553 -4.763 0.027
C 3.147 -3.512 -0.204
H -0.324 -6.550 -6.436
H -0.002 -7.210 -4.814
H 1.091 -7.592 -6.171
H 2.244 -7.721 -4.099
H 4.007 -7.466 -2.412
H 4.128 -3.257 -3.142
H 2.403 -3.519 -4.880
H 6.017 -1.858 -0.956
H 4.567 0.105 -0.582
H -0.416 -3.649 1.209
H 0.777 -5.766 0.672
H 3.106 -5.675 -0.142
N 0.342 0.136 2.524
C 0.988 1.402 2.542
C 1.649 1.944 3.619
C 2.095 3.269 3.568
C 1.891 4.045 2.452
C 1.229 3.515 1.331
C 0.937 4.240 0.151
C 0.143 3.666 -0.801
C -0.306 2.343 -0.630
N 0.100 1.586 0.372
C 0.777 2.177 1.384
H 0.598 -0.416 3.342
H -0.703 0.396 2.625
H 1.803 1.358 4.517
H 2.576 3.693 4.437
H 2.210 5.076 2.432
H 1.335 5.236 0.032
H -0.160 4.206 -1.683
H -0.890 1.858 -1.398
C -5.796 1.467 -0.168
C -5.714 0.507 0.827
C -4.592 -0.296 0.929
C -3.538 -0.173 0.031
C -3.636 0.803 -0.954
C -4.744 1.624 -1.053
Si -1.991 -1.287 0.096
C -2.075 -2.164 -1.603
C -3.273 -2.660 -2.109
C -3.329 -3.284 -3.342
C -2.174 -3.434 -4.093
C -0.973 -2.944 -3.608
C -0.934 -2.307 -2.378
C -2.481 -2.668 1.346
C -2.872 -3.942 0.941
C -3.203 -4.923 1.857
C -3.128 -4.664 3.214
C -2.734 -3.406 3.642
C -2.422 -2.425 2.716
H -6.674 2.093 -0.251
H -6.526 0.385 1.530
H -4.528 -1.022 1.726
H -2.826 0.918 -1.662
H -4.783 2.389 -1.816
H -4.174 -2.555 -1.522
H -4.274 -3.650 -3.722
H -2.213 -3.922 -5.059
H -0.073 -3.062 -4.196
H 0.006 -1.904 -2.002
H -2.918 -4.174 -0.111
H -3.506 -5.901 1.514
H -3.371 -5.432 3.934
H -2.664 -3.198 4.702
H -2.145 -1.439 3.065
S -2.395 1.419 2.823
C -2.350 2.403 1.536
N -2.258 3.081 0.596

Löwdin population analysis, charges in e, atoms 1 to 4: number 1, Al, carries 0.247; number 2, C, carries -0.080; number 3, O, carries -0.084; number 4, C, carries -0.274

DFT (ωB97M-V/def2-TZVPD) results for a single CF3N3 molecule.

As for the spin multiplicity: 1. The relative energy (zero: lowest compared OMol25 entry of this formula, charge and spin) comes out at 61.5 kJ/mol. As for the total energy: -501.7388 Eh.

Element x y z (Å)
F -1.636 0.723 -0.822
N -0.769 0.394 0.263
F -1.591 -0.472 0.938
C 0.507 -0.223 -0.218
F 0.524 -1.321 -0.947
N 1.426 0.098 0.903
N 1.540 0.801 -0.117

natural (NBO) population analysis, charges in e, atoms 1 to 4: number 1, F, carries -0.240; number 2, N, carries 0.261; number 3, F, carries -0.204; number 4, C, carries 0.490

DFT (ωB97M-V/def2-TZVPD) results for 2 unconnected molecules or ions with the total composition C8H13NO8P2S.

As for the spin multiplicity: 1. As for the total energy: -2050.1659 Eh.

Element x y z (Å)
O -3.509 2.779 -1.743
C -3.713 1.877 -0.982
O -5.016 1.561 -0.533
C -2.529 1.022 -0.456
C -1.173 1.603 -0.480
C -0.041 0.784 0.039
N -0.215 -0.512 0.548
P 1.234 -1.348 1.102
O 2.588 -0.468 0.639
O 1.423 -2.820 0.341
S 1.342 -1.488 3.040
C -1.511 -1.134 0.585
P -1.863 -2.863 1.180
O -1.345 -3.915 0.254
O -3.541 -3.046 1.165
O -1.425 -3.122 2.761
C -2.668 -0.367 0.094
H -5.062 1.976 0.353
H -1.039 2.630 -0.898
H 0.982 1.306 -0.016
H 2.560 0.314 1.238
H 2.359 -3.095 0.452
H -3.835 -2.445 1.892
H -0.875 -3.933 2.779
H -3.675 -0.852 0.141
C 4.113 1.259 -1.733
C 3.496 2.670 -1.635
O 2.225 2.551 -1.207
H 3.571 0.629 -2.444
H 5.152 1.328 -2.081
H 4.127 0.754 -0.765
H 3.663 3.124 -2.630
H 4.201 3.246 -1.002

natural (NBO) population analysis, charges in e, atoms 1 to 4: number 1, O, carries -0.467; number 2, C, carries 0.756; number 3, O, carries -0.709; number 4, C, carries -0.103

DFT (ωB97M-V/def2-TZVPD) results for 2 unconnected molecules or ions with the total composition C13H13IP.

As for the spin multiplicity: 1. The relative energy (zero: lowest compared OMol25 entry of this formula, charge and spin) comes out at 69.3 kJ/mol. Its total charge is +1. As for the total energy: -1141.8937 Eh.

Element x y z (Å)
C 0.883 -3.791 -1.290
C 0.690 3.945 -0.829
C 1.244 -2.512 -1.805
C -0.080 -3.832 -0.239
C 1.577 2.899 -0.401
C -0.678 3.791 -0.667
C 0.701 -1.351 -1.185
C -0.524 -2.714 0.371
C 1.083 1.667 0.017
C -1.162 2.571 -0.278
C -0.077 -1.491 -0.051
C -0.327 1.538 0.126
C -0.960 -0.258 3.021
P -1.067 -0.049 0.548
I -3.391 -0.344 -0.111
H 1.331 -4.642 -1.668
H 1.069 4.873 -1.173
H 1.901 -2.393 -2.715
H -0.381 -4.860 0.144
H 2.593 3.160 -0.476
H -1.253 4.582 -0.977
H 1.218 -0.436 -1.468
H -1.231 -2.875 1.132
H 1.662 0.894 0.438
H -2.132 2.439 -0.239
H -0.102 0.280 3.065
H -0.906 -1.341 2.974
H -1.680 0.251 3.738

natural (NBO) population analysis, charges in e, atoms 1 to 4: number 1, C, carries -0.144; number 2, C, carries -0.131; number 3, C, carries -0.181; number 4, C, carries -0.169

DFT (ωB97M-V/def2-TZVPD) results for a molecular structure, C8H14Br2O.

As for the spin multiplicity: 1. The relative energy (zero: lowest compared OMol25 entry of this formula, charge and spin) comes out at 0.0 kJ/mol. As for the total energy: -5536.4381 Eh.

Element x y z (Å)
C 0.510 -0.569 -0.269
C -0.396 0.454 0.336
C 4.248 -0.343 -1.331
C -5.008 0.501 1.294
C 1.921 0.003 -0.440
C 2.869 -0.962 -1.147
C -0.899 0.379 1.558
C -4.313 0.120 0.240
O -1.713 1.307 2.136
Br -3.683 1.343 -1.057
Br -3.826 -1.675 -0.106
H 0.541 -1.458 0.362
H -0.603 1.326 -0.275
H 4.920 -1.034 -1.835
H 4.179 0.564 -1.927
H 4.682 -0.086 -0.367
H -5.249 1.537 1.460
H -5.351 -0.214 2.022
H 0.123 -0.863 -1.248
H 2.325 0.252 0.545
H 1.860 0.929 -1.016
H 2.457 -1.226 -2.124
H 2.952 -1.882 -0.564
H -0.729 -0.460 2.217
H -1.816 2.057 1.537

natural (NBO) population analysis, charges in e, atoms 1 to 4: number 1, C, carries -0.416; number 2, C, carries -0.301; number 3, C, carries -0.599; number 4, C, carries -0.420

- Among the records above, which one has the lowest total energy?
  C8H14Br2O